Density functional theory data (the ωB97M-V functional and the def2-TZVPD basis) for a structure of composition C27H58O4P2SiZr in a non-equilibrium geometry.

The value obtained for the HOMO-LUMO gap is 5.30 eV. The calculation puts the molecular weight at 628.02 u. The calculation puts the HOMO energy at -13.76 eV. For the total energy, the calculation gives -64848.803 eV. The calculation puts the LUMO energy at -8.462 eV.

Structure (ORCA input):
```
! RIJCOSX wB97M-V def2-TZVPD def2/J DEFGRID3
* xyz 2 1
P 1.759 2.669 0.977
P -2.549 -0.204 -0.874
C -0.525 2.157 -0.361
C -1.882 1.419 -0.204
H -0.169 2.239 -1.382
H -0.630 3.174 0.043
H -2.348 1.668 0.760
H -2.361 1.970 -1.037
C -2.073 0.451 -2.551
H -1.891 -0.448 -3.152
H -1.112 0.995 -2.502
H -2.840 1.122 -2.982
C -4.285 0.336 -0.519
H -4.594 1.318 -0.940
H -4.443 0.345 0.568
H -4.902 -0.480 -0.924
C 2.937 3.709 0.149
H 3.903 3.222 0.335
H 2.922 4.744 0.515
H 2.757 3.708 -0.936
C 1.444 3.121 2.703
H 0.357 3.151 2.884
H 1.862 4.122 2.900
H 1.847 2.337 3.372
Zr 0.119 0.649 0.947
C -2.902 3.956 0.282
C -2.409 4.083 -0.971
C -1.687 5.289 -1.449
C -0.811 6.002 -0.390
C -0.212 5.093 0.670
C -0.765 4.978 1.895
C -2.133 5.477 2.201
C -3.201 5.132 1.138
C 2.336 0.365 1.674
H -3.300 3.031 0.686
H -2.698 3.432 -1.814
H -2.438 6.027 -1.788
H -1.033 5.029 -2.307
H 0.005 6.499 -0.936
H -1.403 6.813 0.069
H 0.797 4.722 0.414
H -0.182 4.915 2.821
H -2.138 6.576 2.301
H -2.432 5.053 3.174
H -4.111 4.907 1.701
H -3.375 6.009 0.498
H 2.337 -0.731 1.845
H 2.693 0.859 2.597
H 3.047 0.555 0.847
C 4.156 -2.561 -0.474
C 3.286 -2.606 -1.719
C 3.264 -1.284 -2.474
C 3.777 -3.740 -2.608
O 1.922 -2.926 -1.363
Si 0.707 -2.484 -0.373
O 0.500 -0.850 -0.334
O -0.564 -3.352 -0.935
C -0.569 -4.730 -1.494
C -0.408 -4.659 -3.010
C 0.547 -5.575 -0.890
C -1.919 -5.368 -1.175
O 1.056 -2.942 1.164
C 0.144 -2.915 2.312
C -0.540 -1.541 2.428
C -0.927 -3.977 2.106
C 1.018 -3.208 3.532
H 5.177 -2.307 -0.778
H 4.179 -3.541 0.021
H 3.827 -1.797 0.234
H 4.288 -1.002 -2.718
H 2.705 -1.386 -3.412
H 2.832 -0.483 -1.865
H 3.750 -4.698 -2.078
H 3.168 -3.830 -3.512
H 4.808 -3.558 -2.926
H 0.553 -4.214 -3.293
H -0.436 -5.693 -3.394
H -1.235 -4.093 -3.468
H 0.505 -5.591 0.211
H 0.444 -6.609 -1.258
H 1.533 -5.206 -1.217
H -2.060 -5.482 -0.088
H -2.737 -4.766 -1.592
H -1.969 -6.372 -1.623
H -0.998 -1.273 1.427
H -1.365 -1.603 3.153
H 0.188 -0.779 2.803
H -0.487 -4.976 1.961
H -1.583 -4.023 2.996
H -1.542 -3.727 1.223
H 1.552 -4.168 3.435
H 1.769 -2.413 3.677
H 0.398 -3.254 4.439
*
```

Density functional theory data (the ωB97M-V functional and the def2-TZVPD basis) for a structure of composition C3H4O4.

The value obtained for the HOMO-LUMO gap is 8.40 eV. The calculation puts the molecular weight at 104.06 u. The calculation puts the HOMO energy at -8.33 eV. For the total energy, the calculation gives -11362.534 eV. For the relative energy (zero: lowest compared OMol25 entry of this formula, charge and spin), the calculation gives 335.6 kJ/mol. The calculation puts the LUMO energy at 0.074 eV.

Structure (ORCA input):
```
! RIJCOSX wB97M-V def2-TZVPD def2/J DEFGRID3
* xyz 0 1
C 0.384 0.804 -0.069
C 0.510 -0.548 -0.450
C -0.689 -1.358 0.453
O 0.725 1.204 1.142
O -0.238 1.732 -0.806
O 1.137 -1.482 0.274
O -1.494 -2.017 -0.136
H -0.415 1.392 -1.696
H 0.378 2.097 1.298
H 0.347 -0.722 -1.523
H -0.646 -1.102 1.514
*
```

Density functional theory data (the ωB97M-V functional and the def2-TZVPD basis) for a structure of composition C28H46AsF6NO18P2S in a non-equilibrium geometry.

The value obtained for the HOMO-LUMO gap is 1.02 eV. The calculation puts the molecular weight at 967.59 u. The calculation puts the HOMO energy at 3.64 eV. For the total energy, the calculation gives -174676.306 eV. The calculation puts the LUMO energy at 4.658 eV.

Structure (ORCA input):
```
! RIJCOSX wB97M-V def2-TZVPD def2/J DEFGRID3
* xyz -4 1
N 1.439 1.019 3.241
H 1.894 1.906 3.082
H 0.497 1.334 3.060
H 1.571 0.658 4.175
H 1.605 0.364 2.491
C -1.915 6.717 1.312
C -2.058 6.021 2.516
C -2.150 6.893 3.820
O -2.258 6.330 4.983
C -1.828 8.192 3.821
C -1.770 8.941 2.614
C -1.908 8.117 1.299
O -1.947 8.624 0.232
O -1.699 10.163 2.546
O -2.143 4.776 2.366
H -1.771 6.282 0.334
H -1.930 8.835 4.683
C 3.265 5.745 0.617
C 3.379 6.583 -0.445
C 3.511 8.074 -0.192
O 3.429 9.003 -1.112
C 3.464 8.572 1.127
C 3.422 7.650 2.323
C 3.352 6.137 2.022
O 3.259 5.366 2.977
O 3.453 8.145 3.432
O 2.951 6.062 -1.577
H 3.033 4.701 0.473
H 3.288 9.629 1.264
As 0.100 -0.356 8.657
F 0.758 0.452 10.204
F -0.610 1.261 8.115
F -0.722 -1.171 7.328
F 0.938 -1.830 9.334
F -1.329 -0.645 9.690
F 1.561 -0.119 7.650
C 6.859 -1.276 0.634
C 5.849 -0.319 1.314
C 6.169 -0.557 2.781
S 5.884 -2.427 2.928
O 4.456 -2.653 2.832
O 6.732 -2.878 4.008
C 6.714 -2.700 1.259
H 7.899 -0.948 0.616
H 6.612 -1.417 -0.418
H 4.810 -0.484 1.029
H 6.151 0.660 0.941
H 5.660 -0.106 3.632
H 7.238 -0.449 2.963
H 6.371 -3.586 0.724
H 7.721 -3.060 1.471
C -7.548 -2.363 -6.051
C -7.233 -3.480 -5.053
O -6.578 -2.863 -3.964
P -6.717 -3.675 -2.524
O -8.056 -3.555 -1.932
O -6.091 -5.152 -2.877
C -4.835 -5.348 -3.425
C -4.202 -6.120 -2.331
O -5.469 -2.908 -1.731
C -5.778 -2.174 -0.500
C -4.487 -2.173 0.422
H -6.640 -1.834 -6.339
H -8.120 -2.683 -6.922
H -8.253 -1.668 -5.593
H -8.147 -4.022 -4.812
H -6.391 -4.084 -5.390
H -4.913 -6.098 -4.213
H -4.384 -4.421 -3.779
H -4.087 -5.323 -1.596
H -4.843 -6.935 -1.995
H -3.382 -6.747 -2.681
H -5.746 -1.161 -0.900
H -6.660 -2.437 0.084
H -4.439 -1.557 1.320
H -4.270 -3.182 0.775
H -3.560 -1.925 -0.096
C 3.363 -1.101 -5.054
C 2.524 -2.134 -4.138
O 2.005 -1.420 -3.008
P 0.914 -2.259 -2.050
O 0.988 -1.806 -0.599
O -0.531 -2.166 -2.795
C -1.007 -0.890 -3.513
C -0.834 0.331 -2.607
O 1.241 -3.863 -2.163
C 1.404 -4.656 -1.033
C 1.913 -6.111 -1.309
H 3.777 -1.693 -5.870
H 2.767 -0.298 -5.488
H 4.289 -0.802 -4.563
H 1.674 -2.634 -4.604
H 3.139 -2.908 -3.679
H -0.312 -0.870 -4.353
H -2.071 -1.101 -3.612
H 0.179 0.582 -2.291
H -0.845 1.200 -3.265
H -1.753 0.487 -2.043
H 1.907 -4.094 -0.246
H 0.557 -4.803 -0.363
H 2.505 -6.640 -0.562
H 1.180 -6.795 -1.739
H 2.600 -5.900 -2.128
*
```